No. 1
The following is a quantum chemistry calculation of a structure of composition C35H33AlClN4Si2 at a distorted geometry, from the Open Molecules 2025 dataset.

Properties
Calculated total energy   -77660.832 eV
Strongest force on any atom   3.53 eV/A
Multiplicity   1
Net charge   +1
E_LUMO   -3.59 eV
HOMO-LUMO gap   5.06 eV

Each line ends with the Mulliken charge.
Atoms and positions in Å:
C1 0.65084 -3.70900 3.00109  -0.2053
C2 1.60125 -2.81909 2.39116  -1.0243
C3 1.35501 -1.51449 2.86829  -0.4269
H1 2.42423 -3.10838 1.73526  0.6252
C4 0.26909 -1.54820 3.77122  -0.4875
C5 -0.18858 -2.90813 3.88876  -0.5961
H2 -0.86917 -3.28843 4.64737  0.6836
H3 0.71614 -4.80093 3.02517  0.6383
H4 1.97409 -0.65388 2.64853  0.6475
H5 -0.07487 -0.70990 4.37037  0.4557
Al1 -1.01996 -2.89906 1.95236  -0.0532
Si1 -0.41684 -0.15331 -2.18296  0.3539
C6 1.32046 -0.23485 -2.83675  0.9334
C7 1.49883 0.03357 -4.20248  -0.6335
H6 0.63453 0.32264 -4.80694  0.3425
C8 2.77357 -0.04097 -4.77371  -0.6114
H7 2.89440 0.16318 -5.83679  0.4179
C9 3.89141 -0.36110 -3.99041  -0.5219
H8 4.88958 -0.38319 -4.43223  0.3945
C10 3.71389 -0.64408 -2.63217  -0.9406
H9 4.56048 -0.87967 -1.98414  0.4177
C11 2.43497 -0.62019 -2.07068  0.3467
H10 2.33041 -0.91151 -1.02347  -0.0345
C12 -0.41118 0.62176 -0.40589  0.7551
C13 0.71434 0.70662 0.40573  -0.5848
H11 1.68445 0.31628 0.11634  0.1155
C14 0.67275 1.50608 1.61598  -0.3878
H12 1.61382 1.77134 2.10860  0.6442
C15 -0.55811 1.42620 2.39078  -0.3714
H13 -0.54972 1.58682 3.46678  0.5569
C16 -1.70448 1.24639 1.64631  -1.2216
H14 -2.69228 1.18178 2.11043  0.5418
C17 -1.55682 1.30686 0.20868  -0.4587
H15 -2.45349 1.42971 -0.40437  0.3835
H16 -0.58931 -1.50189 -1.61554  -0.2595
Si2 -0.25902 2.81407 0.58363  0.5427
C18 -1.07290 4.43916 1.04451  0.4317
C19 -0.31814 5.61839 1.02548  -0.3730
H17 0.75257 5.57585 0.82079  0.3244
C20 -0.94645 6.85747 1.22173  -0.6256
H18 -0.35436 7.76571 1.19626  0.4049
C21 -2.33021 6.91104 1.43296  -0.4714
H19 -2.81420 7.87587 1.57707  0.3767
C22 -3.07756 5.73211 1.44034  -0.6959
H20 -4.15572 5.76132 1.60018  0.3685
C23 -2.46229 4.49679 1.22189  -0.3721
H21 -3.05712 3.58503 1.15499  0.1733
C24 0.74114 3.34291 -0.97957  0.3439
C25 2.13838 3.36647 -0.98425  -0.5090
H22 2.70435 3.31880 -0.05234  0.4030
C26 2.82815 3.39492 -2.20545  -0.5338
H23 3.91795 3.36955 -2.20657  0.4232
C27 2.12733 3.42606 -3.41285  -0.5908
H24 2.66160 3.37175 -4.36410  0.4276
C28 0.73575 3.51712 -3.39769  -0.5278
H25 0.17801 3.56713 -4.33503  0.4508
C29 0.04151 3.49633 -2.17933  -0.4378
H26 -1.05127 3.54992 -2.18413  0.3594
H27 -1.31866 -0.26980 -3.30251  -0.2210
Cl1 -2.35637 -1.46987 1.21308  -0.3209
N1 -0.49141 -5.67303 -0.86515  -0.1266
C30 0.55058 -4.94106 -1.43894  -0.8919
C31 0.71736 -3.83972 -0.65836  -0.1994
N2 -0.23902 -3.85375 0.35831  0.5455
C32 -0.93469 -4.99559 0.22214  0.5532
C33 -1.98437 -5.30645 1.16086  0.0560
N3 -2.25561 -4.47333 2.18880  0.2164
C34 -3.42799 -4.95537 2.78786  -0.3995
C35 -3.86634 -6.04301 2.09346  -0.5050
N4 -2.93528 -6.26844 1.07894  -0.0844
H28 -0.84963 -6.57265 -1.16941  0.1953
H29 1.07276 -5.26626 -2.32325  0.4520
H30 1.41364 -3.02400 -0.76211  0.3320
H31 -3.86677 -4.46810 3.63639  0.4567
H32 -4.75635 -6.63989 2.19342  0.4155
H33 -2.93308 -7.02241 0.39730  0.1986

=====

No. 2
The following is a quantum chemistry calculation of the molecule C5H7N, from the Open Molecules 2025 dataset.

Properties
Calculated total energy   -6785.878 eV
Strongest force on any atom   0.83 eV/A
Multiplicity   1
E_LUMO   1.08 eV
Structure (SMILES)   C=C=NCC=C
HOMO-LUMO gap   10.18 eV

Each line ends with the Mulliken charge.
Atoms and positions in Å:
N1 -1.71946 0.69864 0.46946  -0.5690
C1 -1.00724 1.35192 -0.28864  0.6751
C2 -0.01817 1.84532 -0.98561  -0.8131
C3 0.06674 -1.05292 -0.09729  -0.1017
C4 -0.96416 -0.53813 0.86842  -0.4979
C5 1.37357 -1.03206 0.14036  -0.6608
H1 0.81466 2.25926 -0.42788  0.2780
H2 0.05596 1.71835 -2.05641  0.2818
H3 -0.31586 -1.54278 -0.99263  0.3223
H4 -1.66312 -1.35801 1.05109  0.2638
H5 -0.48363 -0.29082 1.82168  0.3081
H6 1.79234 -0.45159 0.96109  0.2422
H7 2.06835 -1.60717 -0.46366  0.2712

=====

No. 3
The following is a quantum chemistry calculation of the molecule C10H21NO7P2S at a distorted geometry, from the Open Molecules 2025 dataset.

Properties
Calculated total energy   -55946.195 eV
Strongest force on any atom   1.78 eV/A
Multiplicity   1
E_LUMO   0.31 eV
HOMO-LUMO gap   9.61 eV

Each line ends with the Mulliken charge.
Atoms and positions in Å:
C1 3.80086 0.08522 1.07952  -0.9863
C2 3.41063 -1.39771 0.87878  -0.6357
N1 2.09073 -1.48403 0.23530  0.4666
C3 0.96306 -1.35145 1.18116  -1.4200
C4 0.19040 -0.01684 0.88392  -0.7141
C5 -1.17467 -0.25413 0.20589  1.1229
C6 -2.27004 0.09535 1.26990  -1.2415
C7 -3.68077 -0.42278 0.92363  -0.7156
O1 -3.77508 -0.98394 -0.40214  -0.4239
S1 -4.05318 0.33192 -1.39905  0.4125
O2 -4.01928 -0.13468 -2.74467  -0.4986
O3 -2.69961 1.23065 -1.07792  -0.2479
C8 -1.49011 0.44246 -1.14847  -0.5739
P1 -0.23311 1.55442 -1.95997  -0.3370
P2 -0.33029 3.42052 -0.83200  1.0185
O4 0.81788 4.24211 -1.22258  -0.6955
O5 -1.71488 4.12299 -1.23653  -0.4393
O6 -0.32246 3.16136 0.76507  -0.4913
C9 1.97054 -2.63389 -0.59688  0.3332
C10 1.14417 -2.42804 -1.86911  -0.8601
O7 2.47743 -3.68400 -0.37593  -0.5396
H1 4.22260 0.47892 0.15715  0.2956
H2 2.92568 0.68004 1.35074  0.1848
H3 4.50670 0.15847 1.90965  0.3567
H4 3.49632 -1.98008 1.80171  0.4311
H5 4.12576 -1.79144 0.15447  0.3898
H6 1.32874 -1.30006 2.20970  0.3632
H7 0.27387 -2.20168 1.14086  0.5559
H8 0.01185 0.42774 1.86930  0.2923
H9 0.89838 0.63117 0.37968  0.2837
H10 -1.29584 -1.32962 0.04607  0.5052
H11 -1.93802 -0.45245 2.15767  0.5323
H12 -2.24151 1.16012 1.50041  0.3005
H13 -4.08224 -1.09016 1.68177  0.4446
H14 -4.35862 0.44586 0.91965  0.3797
H15 -1.71578 -0.34718 -1.87592  0.6950
H16 1.05815 1.00451 -1.76107  0.0606
H17 -1.60287 5.04798 -0.95169  0.3158
H18 0.46565 3.56843 1.15771  0.3430
H19 1.38910 -3.15529 -2.63439  0.4106
H20 0.08987 -2.44482 -1.56818  0.1206
H21 1.33998 -1.40594 -2.20318  0.2058

=====

No. 4
The following is a quantum chemistry calculation of a structure of composition C32H30N10OOsSb at a distorted geometry, from the Open Molecules 2025 dataset.

Properties
Calculated total energy   -59591.714 eV
Strongest force on any atom   2.77 eV/A
Multiplicity   1
Net charge   +3
E_LUMO (alpha / beta)   -11.82 / -11.68 eV
HOMO-LUMO gap (alpha / beta)   5.44 / 5.61 eV

Each line ends with the Mulliken charge.
Atoms and positions in Å:
Os1 -0.30394 0.12750 -0.16962  1.3127
C1 0.96141 3.29382 -0.63736  -1.3589
C2 0.35548 3.26335 0.72435  0.5351
C3 0.46149 4.37221 1.56565  -1.1146
C4 -0.09610 4.34326 2.82630  -0.8689
C5 -0.77578 3.20104 3.23514  -0.6780
C6 -0.84252 2.13856 2.35531  -0.2138
N1 -0.29270 2.16999 1.14240  0.5746
Sb1 -1.85260 0.35337 3.12751  0.8693
C7 -2.80217 -0.41464 1.26523  -0.0306
C8 -4.13527 -0.74152 1.43451  -0.7285
C9 -4.76327 -1.55180 0.49213  -0.6980
C10 -4.00587 -2.07332 -0.53991  -0.9988
C11 -2.66481 -1.72621 -0.66021  1.0826
C12 -1.81089 -2.39456 -1.69128  -1.2096
N2 -2.10784 -0.85230 0.19908  0.8953
C13 -0.00688 -0.80135 2.69819  0.5219
C14 0.74466 -1.25033 3.85238  -0.7338
C15 2.04566 -1.55603 3.74083  -1.1331
C16 2.69522 -1.50795 2.40440  -0.3208
C17 1.72474 -1.51678 1.20516  0.1578
C18 1.62142 -2.78917 0.39720  -1.2329
N3 0.39399 -0.93878 1.48466  0.1135
H1 0.91348 4.29695 -1.05779  0.7762
H2 0.45494 2.58752 -1.29282  -0.1589
H3 2.01408 3.01210 -0.57372  0.2955
H4 0.99313 5.24237 1.20891  0.6014
H5 -0.01014 5.19511 3.48763  0.4847
H6 -1.22285 3.13590 4.21757  0.5496
H7 -4.67319 -0.37913 2.30056  0.5487
H8 -5.80737 -1.81010 0.60203  0.5066
H9 -4.43242 -2.76027 -1.25676  0.6035
H10 -2.27308 -2.34590 -2.67442  0.4022
H11 -1.73098 -3.45516 -1.44397  0.4800
H12 -0.79866 -1.97805 -1.72152  -0.1475
H13 0.23834 -1.28974 4.80629  0.5868
H14 2.64387 -1.82398 4.60218  0.5214
H15 3.48046 -2.25655 2.30077  0.7114
H16 1.09387 -3.54511 0.98034  0.3306
H17 2.61672 -3.16570 0.17007  0.4747
H18 1.08016 -2.62827 -0.53684  0.0086
C19 -3.30557 0.21735 -4.76366  -1.4478
C20 -2.86046 0.78375 -3.47498  0.5817
C21 -3.42596 1.77148 -2.67592  -1.4521
C22 -2.58530 1.93349 -1.58128  -0.0637
N4 -1.53441 1.08231 -1.68564  1.3855
N5 -1.74646 0.38917 -2.84060  0.1314
C23 -2.78605 2.90810 -0.47945  -1.0692
H19 -4.36862 -0.01939 -4.73111  0.4205
H20 -2.74208 -0.67173 -5.03957  0.3690
H21 -3.18193 0.96220 -5.55227  0.3282
H22 -4.32741 2.32061 -2.87379  0.6033
H23 -1.02262 -0.21488 -3.20554  0.3454
H24 -3.78216 3.33524 -0.55689  0.5919
H25 -2.06669 3.72475 -0.54775  0.1392
H26 -2.68052 2.44248 0.49872  0.1185
O1 1.78151 0.50405 -0.05505  -0.3885
N6 2.46583 -0.40444 0.60605  -0.0040
C24 3.20443 -0.10651 1.88279  1.6983
C25 4.64341 0.04446 1.75267  -0.3554
N7 5.78115 0.12417 1.66479  -0.3314
C26 2.58539 0.99193 2.60396  -0.5715
N8 1.94846 1.78508 3.12750  -0.3601
N9 5.70011 -1.13521 -2.79152  -0.3843
C27 4.71849 -0.58566 -3.00983  -0.2336
C28 3.50161 0.12749 -3.22055  0.1350
C29 3.44930 1.30128 -3.96837  -0.4044
C30 2.23217 1.95097 -4.08263  -1.0637
C31 1.13007 1.42631 -3.42498  -0.0920
N10 1.17857 0.30234 -2.70911  0.1265
C32 2.33213 -0.34946 -2.63003  -0.1643
H27 4.33341 1.68191 -4.46102  0.5666
H28 2.13357 2.85686 -4.66053  0.5103
H29 0.17586 1.93212 -3.49788  0.3123
H30 2.34450 -1.29329 -2.10175  0.7044

=====

No. 5
The following is a quantum chemistry calculation of the molecule C7H13N3O4S at a distorted geometry, from the Open Molecules 2025 dataset.

Properties
Calculated total energy   -30962.765 eV
Strongest force on any atom   5.92 eV/A
Multiplicity   1
E_LUMO   0.26 eV
Structure (SMILES)   NC(=O)C[C@H](N)C(=O)N[C@@H](CS)C(=O)O
HOMO-LUMO gap   9.33 eV

Each line ends with the Mulliken charge.
Atoms and positions in Å:
C1 -1.56731 1.23576 0.16356  -0.5852
C2 -0.08488 0.61231 0.64042  0.2287
C3 -2.28951 0.07520 -0.51617  -0.1062
C4 -2.72594 -1.21209 0.18468  0.4143
C5 1.92282 0.04317 -0.65536  0.0697
C6 1.37900 -1.50798 -0.63273  0.6042
C7 3.08480 0.28579 0.35751  -0.9033
H1 -2.25473 2.76092 -1.16948  0.2684
H2 -0.86720 3.21663 -0.29067  0.2589
H3 -1.99039 1.32909 1.26074  0.2693
H4 -1.52118 -0.07618 -1.29350  0.2098
H5 -3.24853 0.50494 -1.01406  0.3382
H6 -2.63389 -2.26476 1.77674  0.2748
H7 -1.80702 -0.96332 1.95419  0.2723
H8 0.02057 1.11812 -1.04754  0.4860
H9 2.35851 0.20501 -1.71068  0.3383
H10 2.76116 0.15311 1.43318  0.3131
H11 3.27701 1.38889 0.43499  0.4462
H12 5.40216 0.77509 0.40497  0.1525
H13 0.22661 -2.85690 -1.20664  0.4448
N1 -1.33934 2.35909 -0.69831  -0.5247
N2 -2.64594 -1.36502 1.51065  -0.4627
N3 0.83262 0.95314 -0.24056  -0.2063
O1 0.03882 0.05709 1.68795  -0.6440
O2 -3.24833 -2.18870 -0.38358  -0.6699
O3 2.12652 -2.39439 -0.24048  -0.6086
O4 0.12876 -1.68687 -1.01646  -0.4749
S1 4.66485 -0.55714 0.30664  -0.2038

=====

Among the records above, which one has the lowest strongest force on any atom? C5H7N

=====

Number 1 is which compound? C35H33AlClN4Si2